1.
DFT (ωB97M-V/def2-TZVPD) results for a structure of composition C27H43AsFeN3O2Si2 at a distorted geometry.

Output
2S+1: 6
Expectation value of S²: 8.77
LUMO (alpha / beta) in hartree: 0.012 / -0.044
HOMO-LUMO gap (alpha / beta) in eV: 7.48 / 6.07
Max |F| in eV/A: 3.34

Last column: Löwdin charge in e.
Geometry (Å):
1 H 0.11077 2.28037 -0.44407  0.11
2 H -0.38111 1.43081 -8.18226  0.05
3 C -5.13557 -1.59725 5.07221  -0.11
4 H -2.10163 2.59096 0.80601  0.12
5 C -3.12991 -0.46649 4.29773  -0.37
6 H -1.59533 3.84491 -5.97780  0.05
7 C 1.96334 0.06797 5.14728  -0.19
8 C 1.75646 2.15247 3.63305  -0.19
9 H 1.64151 2.56654 1.36171  0.11
10 H 3.24341 -1.89813 -6.96673  0.05
11 N -1.92054 0.70451 1.78872  -0.04
12 H 1.26755 2.82489 -7.64006  0.02
13 H -5.57024 -0.91603 1.81092  0.12
14 H -1.94574 1.20500 -0.32998  0.12
15 H 2.53756 -2.76370 -3.13312  0.02
16 H -2.18504 2.78175 -4.72389  0.00
17 C -0.13410 1.75242 0.48927  -0.21
18 N 1.27371 -0.59847 4.00553  -0.06
19 H -1.82596 0.88895 -7.39923  0.02
20 Si 2.50075 -0.80633 -4.99693  0.19
21 H 1.53090 -1.43995 -7.26998  0.03
22 C 1.90301 1.59929 5.04670  -0.16
23 H -0.36155 -0.14139 -7.31300  -0.01
24 C -5.77358 -1.33408 3.84714  -0.15
25 C -1.26321 3.13079 -5.15669  -0.25
26 H -3.16214 -1.62776 6.13088  0.13
27 H 0.25631 0.71753 0.31128  0.11
28 C 0.57460 2.60285 1.55921  -0.15
29 C 0.93409 -2.89063 3.05431  -0.13
30 C -0.75220 0.85532 -7.28362  -0.23
31 C -0.34117 -3.53187 1.08066  -0.04
32 H 3.83358 1.25257 -5.22594  0.01
33 C 0.63393 -5.23826 2.46288  -0.11
34 H 2.31109 1.92792 -6.54037  0.01
35 H -3.86593 0.85617 1.15142  0.15
36 As 0.51554 0.26597 -4.09421  0.66
37 H 1.83296 3.59632 -6.09132  0.03
38 C -3.18340 0.52988 2.00488  -0.11
39 H 1.55644 -0.23971 6.09957  0.11
40 H 1.93010 -3.29993 -4.72611  0.01
41 H 2.20232 3.17743 3.51540  0.13
42 Fe -0.40612 0.08537 3.05219  0.81
43 C -1.59569 1.61824 0.63077  -0.22
44 H -0.84395 -3.17927 0.17858  0.11
45 H 0.17134 3.64123 1.54880  0.13
46 H 1.74710 -2.48641 4.86792  0.11
47 H -6.78035 -1.74041 3.68504  0.10
48 C -0.66412 2.85559 3.70977  -0.07
49 H 2.73880 2.08019 5.54685  0.11
50 H 4.51434 0.35120 -3.78176  0.04
51 H -0.64722 3.60079 -4.36669  0.02
52 C -3.81675 -0.22803 3.03108  -0.14
53 C -0.23410 -4.87809 1.38437  -0.06
54 H -1.60866 2.81525 3.12419  0.09
55 H -0.78339 2.46477 4.69991  0.07
56 H 2.99456 -0.36182 5.14568  0.12
57 H 2.79701 -0.18499 -7.44226  0.01
58 C -3.83488 -1.23920 5.31046  -0.02
59 H 0.82252 -6.27282 2.66787  0.08
60 C 2.61451 -2.61129 -4.22984  -0.24
61 C 0.22010 -2.49384 1.81848  -0.37
62 C 1.44466 2.68063 -6.56991  -0.23
63 Si -0.06270 1.81379 -5.85649  0.18
64 O 0.12931 -1.25284 1.53172  -0.13
65 C -5.11818 -0.77300 2.80983  -0.07
66 H 4.71180 -0.28850 -5.54495  0.04
67 C 1.16902 -4.28208 3.32097  -0.05
68 H -5.74029 -2.09300 5.90472  0.12
69 C 1.39974 -1.92466 4.02025  -0.08
70 N 0.39053 2.11842 2.98592  -0.27
71 H 1.06054 1.94565 5.60941  0.09
72 H -0.34890 3.89302 3.83781  0.09
73 C 2.49670 -1.03307 -6.86445  -0.25
74 C 4.04314 0.24747 -4.79966  -0.25
75 H 1.79733 -4.53135 4.15862  0.10
76 H -0.60705 -5.64953 0.74315  0.09
77 H 2.41160 1.52713 2.96806  0.13
78 H 3.66469 -2.91766 -4.50388  0.03
79 O -1.92850 -0.13051 4.48604  -0.12

2.
DFT (ωB97M-V/def2-TZVPD) results for a structure of composition C27H43ClF6N5O2PSi2Zr.

Output
2S+1: 2
Energy relative to the best compared isomer or geometry (same formula, charge and spin) in kcal/mol: 36.6
Expectation value of S²: 0.77
Charge: +1
LUMO (alpha / beta) in hartree: -0.104 / -0.103
HOMO-LUMO gap (alpha / beta) in eV: 5.38 / 8.15
Max |F| in eV/A: 0.82

Last column: Löwdin charge in e.
Geometry (Å):
1 H -1.25354 3.90103 0.37814  0.14
2 H -3.36634 -2.78958 3.02044  0.13
3 H 5.50642 -0.06137 -0.69811  0.04
4 C 0.06861 3.19158 -4.64704  -0.01
5 N 0.54320 1.23999 1.54267  -0.07
6 H -5.14130 -1.04101 3.20806  0.12
7 F -2.46569 -3.01931 -3.22812  -0.15
8 C -1.63137 1.53403 -4.05847  -0.11
9 C -0.12134 2.61027 4.02306  -0.15
10 C -0.80334 3.68930 -5.59215  -0.07
11 C 2.63520 0.14868 0.58473  -0.19
12 F -3.26836 -2.45734 -1.21504  -0.25
13 H -3.52917 1.26046 -1.08172  0.13
14 C -2.51329 2.05047 -5.02931  -0.01
15 Zr -1.28037 -1.45474 -1.61276  1.84
16 C -3.11150 1.52460 -0.10681  -0.14
17 H -0.12552 -0.94570 2.20890  0.10
18 H 0.66927 0.15169 -0.22979  0.08
19 H 4.48954 -1.01460 -1.77870  0.02
20 H 2.01631 0.40261 5.11860  0.06
21 O -2.62177 -0.39807 -2.73822  -0.21
22 H -1.60987 2.71674 1.61891  0.11
23 C -4.24483 0.19057 1.69511  0.00
24 Si 3.84156 -1.35341 0.58570  0.49
25 H 0.88712 3.33203 1.25501  0.10
26 C 1.63365 0.13187 4.13037  -0.14
27 H 0.17691 2.88102 5.03921  0.05
28 H 2.72836 -3.41114 1.46878  0.03
29 C -1.13149 2.84312 0.64054  -0.18
30 H 0.73172 -0.46205 4.28859  0.05
31 H -0.38375 3.53601 3.50889  0.04
32 C 0.34932 1.38498 -2.80616  -0.46
33 H -0.50720 4.52699 -6.20904  0.10
34 H 4.14691 -1.57558 3.06362  0.02
35 C 3.15520 -3.10096 0.51058  -0.19
36 F -1.38904 -3.69224 -1.38364  -0.30
37 O 1.42600 1.62691 -2.25561  0.00
38 H 2.54176 3.81425 3.22222  0.05
39 H 0.18385 -1.74785 -4.09142  0.02
40 H 5.59144 -2.02180 2.18220  0.04
41 H -4.96842 0.99046 1.77539  0.12
42 C 5.01309 -1.02827 -0.82041  -0.17
43 N -0.14262 -2.17322 0.54851  -0.12
44 H 2.82580 0.73299 -0.32044  0.08
45 H -3.75435 2.30789 0.31227  0.13
46 N -2.28618 -0.67136 0.64378  0.07
47 Cl 1.69554 -1.62572 -2.26726  0.61
48 C -3.35695 -1.90824 2.39298  0.00
49 C -1.70051 0.49640 -3.11958  -0.45
50 H -3.49123 1.61405 -5.18289  0.12
51 H -0.41015 0.93772 1.75559  0.11
52 F -4.46185 -3.97211 -2.54916  -0.04
53 H 4.02637 -3.74116 0.34165  0.05
54 H -1.01771 1.99036 4.10802  0.05
55 C -4.33291 -0.93472 2.49663  -0.01
56 C -2.35202 -1.73587 1.45795  -0.27
57 H -1.57580 2.22946 -1.25136  0.11
58 H -2.73616 3.53247 -6.53477  0.11
59 C 1.12392 0.05093 0.75655  -0.29
60 H 0.49555 -2.90806 0.25559  0.09
61 Si 1.28134 1.70164 3.21887  0.56
62 H 1.05229 3.62090 -4.50612  0.12
63 H -1.62167 -3.65703 0.82016  0.11
64 H 3.09772 2.79283 1.89771  0.04
65 C -2.08366 3.11721 -5.77765  -0.08
66 H 5.78827 -1.79547 -0.87034  0.04
67 H 0.32174 -3.30054 -3.23079  0.01
68 C -0.34055 2.10532 -3.87705  -0.10
69 H 3.59776 2.44152 3.54830  0.05
70 C 2.76234 2.78487 2.93453  -0.15
71 C 0.20497 -2.22621 -3.11503  -0.63
72 C -1.25124 -2.76518 1.32120  -0.14
73 H 5.21307 -0.31830 2.41298  0.04
74 C 4.77304 -1.29805 2.21172  -0.18
75 H -0.92265 -3.06942 2.32001  0.14
76 N -0.53376 0.38158 -2.39870  -0.11
77 C 0.58876 -1.22558 1.43436  -0.16
78 C 0.35468 2.52433 0.75290  -0.12
79 H 1.38419 -1.76540 1.94981  0.10
80 P -3.00301 -3.95686 -2.01886  0.23
81 N -1.73981 1.92950 -0.30148  -0.04
82 F -2.51380 -5.26116 -2.71293  -0.05
83 H 2.46100 -3.31846 -0.29923  -0.01
84 H 0.80547 2.37787 -0.23076  0.11
85 C -3.21179 0.29978 0.77707  -0.23
86 H 3.07409 0.71505 1.41311  0.04
87 H 2.39150 -0.48650 3.65236  0.01
88 F -3.34699 -4.67472 -0.65742  -0.08

no.,energy (Ha)
1,-5447.83513
2,-3505.87991